Entry from OMol25: a cluster of 9 separate species, C33H61Br4NO6 in total in a non-equilibrium geometry (wB97M-V/def2-TZVPD).

```
105
Properties=species:S:1:pos:R:3
C -1.5988 -1.5730 -6.2258
C -1.8107 -0.1986 -6.2318
C -1.4565 0.4977 -5.0993
N -0.8880 -0.0825 -4.0408
C -0.6898 -1.3992 -4.0297
C -1.0519 -2.1976 -5.1147
H -1.8490 -2.1822 -7.0850
H -2.2059 0.3172 -7.0953
H -1.6247 1.5606 -4.9736
H -0.3020 -1.7979 -3.1014
H -0.9910 -3.2747 -5.0404
C -3.8072 -1.7269 -1.7083
C -3.8348 -2.7852 -0.6140
C -5.1313 -2.4602 0.1359
O -6.0486 -1.9559 -0.8216
C -5.3035 -1.4519 -1.9384
H -3.3171 -2.0340 -2.6293
H -3.2668 -0.8779 -1.2842
H -2.9481 -2.8020 0.0255
H -3.8194 -3.7916 -1.0482
H -4.8414 -1.7042 0.8729
H -5.5511 -3.3192 0.6520
H -5.6096 -0.4384 -2.1996
H -5.5811 -2.0246 -2.8311
C 3.3296 1.1493 1.4760
C 2.4096 2.1805 2.0898
C 3.2779 3.4486 1.9474
O 4.1916 3.1746 0.8416
C 3.8448 1.9227 0.2724
H 2.7860 0.2354 1.2107
H 4.1584 0.7905 2.0893
H 1.9593 1.9264 3.0488
H 1.5541 2.3115 1.4184
H 3.8951 3.6889 2.8118
H 2.7099 4.3385 1.6793
H 4.6944 1.3556 -0.1100
H 3.0470 2.0183 -0.4707
C 4.7205 -2.7501 2.0755
C 6.0337 -3.3779 2.5193
C 5.7396 -4.8554 2.1886
O 4.4235 -5.0216 2.6613
C 3.6935 -3.8184 2.4929
H 4.6846 -2.5796 0.9965
H 4.5181 -1.7954 2.5612
H 6.0934 -3.1982 3.5917
H 6.9029 -3.0256 1.9652
H 6.5111 -5.5287 2.5659
H 5.7964 -5.0481 1.1073
H 3.2259 -3.5387 3.4468
H 2.7998 -3.9446 1.8745
C 3.4951 -0.4556 -2.8534
C 4.3286 -1.5924 -2.3413
C 5.7081 -1.3408 -2.9345
O 5.5093 -0.3942 -4.0062
C 4.4218 0.4805 -3.6105
H 3.0060 0.1407 -2.0767
H 2.7019 -0.8918 -3.4605
H 3.9074 -2.5318 -2.6993
H 4.3619 -1.6282 -1.2520
H 6.3645 -2.1380 -3.2742
H 6.3265 -0.8093 -2.1917
H 3.9691 1.1017 -4.3795
H 4.9373 1.1888 -2.9446
C -3.6458 3.9171 -2.1457
C -4.7976 4.8041 -2.6324
C -4.9634 4.2647 -4.0748
O -4.4894 2.9285 -4.1231
C -3.8652 2.6044 -2.8966
H -3.5139 3.7990 -1.0733
H -2.7500 4.3823 -2.5750
H -4.5784 5.8674 -2.7070
H -5.7381 4.6928 -2.0928
H -4.4745 4.9299 -4.7907
H -6.0247 4.2571 -4.3365
H -2.9693 1.9913 -2.9730
H -4.5746 2.0723 -2.2408
C 0.4653 0.7754 6.1427
C 0.3479 -0.6606 5.7030
C 0.0520 -0.4293 4.2035
O -0.6292 0.8341 4.1714
C -0.7476 1.4020 5.5004
H 1.3273 1.2293 5.6427
H 0.5749 1.0135 7.2034
H -0.5108 -1.1806 6.1298
H 1.2532 -1.2308 5.9083
H -0.5676 -1.2184 3.7730
H 0.9424 -0.3045 3.5804
H -1.6801 1.0396 5.9459
H -0.7169 2.4883 5.4682
Br -2.4488 3.5168 2.8252
C -3.8271 2.5142 3.8216
C -3.9717 1.1875 3.1137
Br -5.2498 -0.0550 3.9354
H -4.6979 3.1568 3.8995
H -3.3953 2.4278 4.8134
H -3.0061 0.6957 3.2064
H -4.2726 1.2585 2.0773
Br 0.8324 -1.9703 0.8679
C -0.2846 -0.7343 -0.1437
C -1.0756 0.1382 0.8195
Br -2.2533 1.3452 -0.1271
H -0.9385 -1.3048 -0.7994
H 0.3854 -0.1346 -0.7548
H -0.3294 0.6906 1.3862
H -1.7033 -0.4869 1.4472
```

The value obtained for the HOMO-LUMO gap is 0.361 hartree. The calculation puts the HOMO energy at -9.40 eV. The calculation puts the LUMO energy at 0.4 eV. As for the total energy: -12096.1030 a.u. As for the net charge: 0. The spin multiplicity is 1.

Entry from OMol25: an isolated molecule of C28H23ClFN5O5 in a non-equilibrium geometry (wB97M-V/def2-TZVPD).

```
63
Properties=species:S:1:pos:R:3
C -1.2710 -5.9011 0.3219
C -1.8425 -4.5046 0.4713
O -0.7924 -3.5624 0.2397
C -1.1129 -2.2827 0.4079
O -2.1982 -1.9019 0.7724
C 0.0438 -1.3909 0.1349
C 1.3016 -1.7645 0.4806
C 2.3822 -0.8785 0.2732
C 3.7124 -1.2782 0.6213
O 4.0542 -2.3303 1.1175
N 4.7124 -0.2871 0.3274
C 6.0076 -0.5885 0.6099
C 7.0137 0.2834 0.3534
C 6.7056 1.5357 -0.2229
C 5.4117 1.8438 -0.5065
C 4.3646 0.9241 -0.2314
N 3.1318 1.2576 -0.5151
C 2.1341 0.3933 -0.2754
N 0.8732 0.7702 -0.5965
C 0.6103 2.0791 -1.2074
C 1.1100 3.2246 -0.3344
C 1.1868 2.1313 -2.6185
C -0.2030 -0.0977 -0.4707
N -1.3589 0.3029 -0.8555
C -2.4163 -0.4283 -1.2897
O -2.3061 -1.2687 -2.1686
C -3.7178 -0.0255 -0.7429
C -4.0131 0.8007 0.3808
C -3.0696 1.5454 1.2191
C -2.7005 1.0796 2.4770
F -3.2158 -0.0686 2.9324
C -1.8176 1.7735 3.2856
C -1.3084 2.9818 2.8446
C -1.6669 3.4831 1.6053
C -2.5295 2.7578 0.8004
Cl -2.9687 3.3733 -0.7475
N -5.2989 0.8301 0.6035
O -5.8894 0.0446 -0.3296
C -4.9583 -0.4806 -1.1322
C -5.3699 -1.3817 -2.2299
H -0.4755 -6.0610 1.0448
H -0.8644 -6.0316 -0.6772
H -2.0543 -6.6350 0.4869
H -2.2500 -4.3387 1.4751
H -2.6410 -4.3178 -0.2552
H 1.5033 -2.7290 0.9207
H 6.1493 -1.5675 1.0459
H 8.0314 0.0200 0.5862
H 7.4978 2.2367 -0.4336
H 5.1240 2.7840 -0.9465
H -0.4795 2.1344 -1.2707
H 0.6623 4.1507 -0.6841
H 0.8144 3.0638 0.6992
H 2.1900 3.3104 -0.3856
H 2.2707 2.0652 -2.5907
H 0.9009 3.0680 -3.0883
H 0.7921 1.3113 -3.2137
H -1.5568 1.3690 4.2506
H -0.6337 3.5417 3.4738
H -1.2918 4.4339 1.2632
H -5.9131 -0.8221 -2.9909
H -4.4789 -1.8216 -2.6691
H -6.0278 -2.1591 -1.8462
```

The value obtained for the HOMO-LUMO gap is 0.275 hartree. The calculation puts the HOMO energy at -8.30 eV. The calculation puts the LUMO energy at -0.8 eV. As for the total energy: -2290.8781 a.u. As for the net charge: 0. The spin multiplicity is 1.

Entry from OMol25: a structure of composition C13H10F5NSZr in a non-equilibrium geometry (wB97M-V/def2-TZVPD).

```
31
Properties=species:S:1:pos:R:3
C -0.5003 0.6907 -2.0408
C 0.8995 0.8934 -1.7896
C 1.0453 1.7016 -0.6211
C -0.2724 2.0672 -0.1685
C -1.2326 1.4631 -1.0598
Zr -0.3596 -0.3771 0.1686
N -1.8004 0.1523 1.4729
C 0.4342 -2.2905 -1.0525
C 1.7373 -1.8383 -1.2264
H 1.9865 2.0807 -0.2437
H 1.7157 0.5185 -2.3923
H -0.4770 2.7678 0.6306
H -2.3057 1.5901 -1.0409
H -0.9217 0.1758 -2.8942
H 2.0448 -1.5626 -2.2375
H 0.2074 -3.1563 -0.3840
H -2.7152 -0.2079 1.7676
H 2.5473 -2.2089 -0.5852
H -0.3044 -2.2320 -1.8782
F -1.6967 -0.0669 6.4484
C -0.9296 -0.0598 5.3338
C -0.5410 1.1612 4.7793
F -0.9513 2.3196 5.3231
C 0.2711 1.1716 3.6428
F 0.6545 2.3525 3.1245
C 0.6658 -0.0309 3.0111
S 1.7372 -0.0384 1.6610
C 0.2396 -1.2496 3.6011
F 0.5245 -2.4220 2.9843
C -0.5276 -1.2634 4.7667
F -0.8953 -2.4350 5.3229
```

The energy relative to the best compared isomer or geometry (same formula, charge and spin) is 0.6 kcal/mol. The value obtained for the HOMO-LUMO gap is 0.213 hartree. The calculation puts the HOMO energy at -7.46 eV. The calculation puts the LUMO energy at -1.7 eV. As for the total energy: -1500.5720 a.u. As for the net charge: 0. The spin multiplicity is 1.

Entry from OMol25: an isolated molecule of C3H5N3O2S in a non-equilibrium geometry (wB97M-V/def2-TZVPD).

```
14
Properties=species:S:1:pos:R:3
C 0.5025 -1.3745 -0.5252
C -1.9516 0.6113 -0.4159
C 1.7986 0.5266 -0.2296
N 1.3618 -0.5304 -1.0312
N -0.7250 0.7349 0.2190
N -2.6439 -0.3969 0.2625
O -0.0432 -2.3436 -0.1927
O -2.3783 1.1909 -1.4097
S 0.4241 1.7573 -0.1672
H 1.9752 -0.0019 0.7814
H 2.6234 0.9726 -0.6891
H 1.1504 -0.3814 -2.0900
H -2.5104 -0.3244 1.3362
H -3.5805 -0.4548 0.0181
```

The energy relative to the best compared isomer or geometry (same formula, charge and spin) is 37.8 kcal/mol. The value obtained for the HOMO-LUMO gap is 0.241 hartree. The calculation puts the HOMO energy at -7.26 eV. The calculation puts the LUMO energy at -0.7 eV. As for the total energy: -830.1520 a.u. As for the net charge: 0. The spin multiplicity is 1.

Entry from OMol25: an isolated molecule of C5H4N2 in a non-equilibrium geometry (wB97M-V/def2-TZVPD).

```
11
Properties=species:S:1:pos:R:3
C 0.8167 -1.0933 -0.2773
C 1.4054 0.1973 -0.1330
C 0.1982 0.9176 0.2458
C -0.1305 -0.3988 0.8050
N -0.6260 -1.1230 -0.3534
N -1.1843 1.2294 -0.8787
C -0.4488 2.0516 -0.3127
H 1.3621 -2.0256 -0.2578
H -0.2556 -0.7790 1.8188
H -0.9925 -2.0408 -0.1445
H -0.1448 3.0645 -0.5123
```

The energy relative to the best compared isomer or geometry (same formula, charge and spin) is 185.5 kcal/mol. The value obtained for the HOMO-LUMO gap is 0.318 hartree. The calculation puts the HOMO energy at -8.10 eV. The calculation puts the LUMO energy at 0.6 eV. As for the total energy: -302.1327 a.u. As for the net charge: 0. The spin multiplicity is 1.